Entry 1:
A structure of composition C31H59BBrCl2MgN2O8P in a non-equilibrium geometry. Source: the OMol25 dataset; level of theory: ωB97M-V/def2-TZVPD.

Results
- Total energy: -162951.857 eV
- Orbital gap: 1.534 eV
- ΔE to the lowest compared entry with this formula, charge and spin: 3.6847 eV
- HOMO energy: -6.87 eV

Atoms and positions in Å:
C 6.29439 -1.33164 1.33164
C 5.37311 -0.37749 0.46373
C 3.95305 -1.03489 0.20118
C 2.85955 0.05192 -0.07253
C 1.46054 -0.55139 -0.54408
C 0.89850 -1.62262 0.48542
C -0.53487 -1.29105 1.04930
C -1.73418 -1.71096 0.08802
C -2.24457 -0.32517 -0.45733
C -3.00801 0.55451 0.57161
O -3.77961 0.12102 1.40662
C -2.78138 2.10671 0.63987
C -3.83547 2.92051 1.27745
C -3.75234 4.35934 1.45549
C -2.54214 5.03152 0.98095
C -1.50535 4.23721 0.33262
C -1.59238 2.77792 0.15171
O -1.16096 -2.28619 -1.09695
B -1.35897 -3.73044 -1.27543
C -1.74364 -4.23263 -2.82669
O -2.78046 -3.47666 -3.42975
C -2.30722 -2.56646 -4.43336
N -0.11421 -4.63954 -1.00995
C -0.04286 -5.12724 0.37970
C 1.37224 -5.88382 0.52050
O -2.37999 -3.97816 -0.24136
C -2.76078 -2.83455 0.55507
C -2.67907 -3.45109 2.01158
C -3.39491 -2.63279 3.16024
C -2.39464 -1.83562 4.10748
C -1.44772 -2.80285 4.92795
P -4.58449 -2.72027 0.12614
N -4.91417 -2.26267 -1.37159
H 7.38340 -1.09915 1.23983
H 6.13197 -2.37661 0.95846
H 6.01621 -1.28893 2.41422
H 5.92221 -0.15303 -0.48822
H 5.29703 0.60845 1.05030
H 3.71437 -1.59210 1.15246
H 4.10712 -1.74904 -0.65328
H 2.74274 0.74243 0.80619
H 3.24260 0.68011 -0.93346
H 0.79366 0.33455 -0.69321
H 1.69129 -1.09913 -1.50040
H 1.01824 -2.64931 0.06893
H 1.59300 -1.57448 1.37759
H -0.52323 -0.18367 1.27865
H -0.59104 -1.78043 2.06516
H -1.32037 0.25636 -0.73602
H -2.86369 -0.36633 -1.38835
H -4.72873 2.35702 1.64651
H -4.59380 4.87519 1.97923
H -2.47071 6.13975 1.15061
H -0.54574 4.74497 -0.02006
H -0.78469 2.18324 -0.32895
H -2.12319 -5.29347 -2.71883
H -0.81413 -4.27064 -3.46796
H -2.95354 -1.64488 -4.35399
H -1.22563 -2.33033 -4.28595
H -2.53838 -3.01399 -5.44112
H -0.16627 -5.46376 -1.61818
H -0.81382 -5.88795 0.65733
H 0.01897 -4.24817 1.06277
H 2.15324 -5.38024 -0.09908
H 1.17942 -6.94094 0.18378
H 1.61281 -5.90258 1.61612
H -1.62570 -3.64083 2.36159
H -3.18067 -4.45771 1.95390
H -4.21795 -1.95540 2.83290
H -3.87678 -3.39491 3.84288
H -1.86366 -1.00394 3.58289
H -3.06664 -1.34256 4.87234
H -1.89641 -3.83798 4.97549
H -1.35983 -2.47321 5.99334
H -0.41919 -2.85663 4.49290
H -5.31091 -1.82724 0.98653
H -5.11533 -4.04906 0.27785
H -4.02508 -2.05947 -1.83660
Mg -0.36143 5.29502 -1.72861
C 1.55232 2.57328 -4.21027
C 2.74938 2.65390 -3.28230
O 3.82877 1.84172 -3.75445
C 4.52656 2.34988 -4.77694
O 4.33058 3.41044 -5.31384
O 5.46699 1.46082 -5.11814
C 6.22593 1.83490 -6.26820
H 1.25785 1.53323 -4.36740
H 0.70495 3.12462 -3.79587
H 1.78283 2.98964 -5.19209
H 2.47437 2.26370 -2.30078
H 3.07955 3.68534 -3.13839
H 6.65400 2.83068 -6.15338
H 5.59827 1.78744 -7.15906
H 7.03826 1.11806 -6.37483
O 0.63774 -1.33988 6.42153
H 0.06199 -0.74398 5.92900
H 0.48800 -1.10116 7.34349
Br 4.78627 1.90993 2.54098
Cl -0.89313 9.01984 3.71296
C -0.95986 9.81817 2.12288
C -2.33716 9.74220 1.50497
Cl -2.76847 8.07769 1.02662
H -0.20758 9.35871 1.48226
H -0.68259 10.86098 2.27942
H -2.37094 10.35011 0.60031
H -3.10368 10.10629 2.18781

***

Entry 2:
A structure of composition C37H31BiN3P2Te in a non-equilibrium geometry. Source: the OMol25 dataset; level of theory: ωB97M-V/def2-TZVPD.

Results
- Net charge: +1
- Total energy: -75042.140 eV
- Orbital gap (spin up / spin down): 6.027 / 6.012 eV
- ΔE to the lowest compared entry with this formula, charge and spin: 0.0000 eV
- HOMO energy (spin up / spin down): -9.53 / -9.53 eV

Atoms and positions in Å:
Bi 7.81999 12.09853 10.08275
Te 11.40000 13.19356 14.33943
C 12.86117 11.99530 15.39427
C 13.35248 10.75174 14.86825
C 14.21414 9.96218 15.61069
N 14.63310 10.24356 16.88358
C 14.22460 11.48145 17.29369
C 13.43667 12.34062 16.61481
C 10.12226 11.68984 13.38473
P 9.90892 11.15966 11.59980
C 11.19942 12.18408 10.77596
C 10.95218 13.58379 10.86086
C 11.70806 14.45478 10.08740
C 12.73048 13.99286 9.28396
C 13.05789 12.64955 9.28812
C 12.25702 11.71839 10.02400
C 10.10299 9.40985 11.00723
C 9.83349 8.25013 11.84740
C 9.86407 6.94843 11.36859
C 10.23260 6.73018 10.00650
C 10.39154 7.80434 9.16702
C 10.20724 9.11906 9.65509
P 8.67139 11.46977 14.42738
C 7.59514 10.06010 14.25384
C 6.97236 9.56121 15.39754
C 5.77379 8.85920 15.27387
C 5.24611 8.54801 14.01374
C 5.90582 8.99728 12.90326
C 7.11847 9.66637 12.98174
C 8.84911 11.94042 16.17066
C 8.13441 12.97501 16.82390
C 8.15161 13.03494 18.25040
C 8.95275 12.18286 18.92458
C 9.91444 11.40012 18.23151
C 9.78983 11.15434 16.87148
H 12.92444 10.40858 13.95069
H 14.46544 8.96535 15.17639
H 14.76196 11.83172 18.21608
H 13.20211 13.30021 17.11673
H 10.14807 13.97233 11.47552
H 11.41754 15.49107 10.09366
H 13.47021 14.62230 8.77696
H 13.82502 12.30593 8.65339
H 12.55145 10.69070 10.00794
H 9.61784 8.48127 12.90820
H 9.61178 6.04302 11.87068
H 10.32355 5.77145 9.55952
H 10.77641 7.75671 8.17105
H 10.15842 9.94778 8.88958
H 7.39924 9.79784 16.37989
H 5.14562 8.66623 16.18905
H 4.42145 7.85806 13.95332
H 5.54079 8.76446 11.91799
H 7.61866 9.94715 12.06218
H 7.59902 13.65630 16.19497
H 7.48179 13.76150 18.72608
H 8.93226 12.17954 20.01231
H 10.77304 11.04875 18.78255
H 10.46148 10.43541 16.38107
N 6.21874 16.54218 10.03268
C 6.37946 15.25170 10.43428
N 7.48113 14.69044 9.90878
C 8.14554 15.67060 9.10796
C 9.07082 15.53833 8.05993
C 9.13387 16.64051 7.16211
C 8.53149 17.85620 7.41444
C 7.62329 17.97841 8.41650
C 7.30672 16.84176 9.19183
H 5.53300 17.23401 10.34104
H 5.54025 14.73824 10.90780
H 9.72317 14.70284 7.83020
H 9.62672 16.50658 6.18194
H 8.82253 18.69646 6.80927
H 7.20548 18.99471 8.67236
H 7.47848 12.35251 14.08508

***

Entry 3:
A cluster of 3 separate species, C3H2O3S in total in a non-equilibrium geometry. Source: the OMol25 dataset; level of theory: ωB97M-V/def2-TZVPD.

Results
- Total energy: -20118.068 eV
- Orbital gap: 9.132 eV
- ΔE to the lowest compared entry with this formula, charge and spin: 3.4270 eV
- HOMO energy: -9.60 eV

Atoms and positions in Å:
C -0.64392 1.59564 -0.50064
C 2.01755 -0.84471 0.10318
C -1.39921 -0.36650 0.02894
O 1.79897 0.22778 -0.23651
O -0.61799 -1.24299 -0.28352
O 2.20084 -1.96599 0.33015
S 0.26049 2.71095 -0.06850
H -1.17968 0.24937 0.93671
H -2.43704 -0.36356 -0.30980

***

Entry 4:
A cluster of 4 separate species, C22H50INO12PS2 in total in a non-equilibrium geometry. Source: the OMol25 dataset; level of theory: ωB97M-V/def2-TZVPD.

Results
- Net charge: +1
- Total energy: -88731.951 eV
- Orbital gap: 5.809 eV
- ΔE to the lowest compared entry with this formula, charge and spin: 0.9162 eV
- HOMO energy: -10.65 eV

Atoms and positions in Å:
C 0.24325 -3.33947 0.03139
S 0.13884 -1.58035 0.28280
O 1.19819 -0.98464 -0.45621
O 0.17726 -1.27233 1.66882
C -1.33148 -0.85492 -0.48231
N -1.29886 0.59926 -0.41099
C -2.38954 1.12690 -0.82192
S -3.57831 -0.04030 -1.24985
C -2.73685 -1.19602 -0.06797
P -3.28955 -2.99470 -0.07201
O -4.33295 -2.96686 1.18077
I -4.79499 -3.14307 -1.98535
H -0.63308 -3.77324 -0.42388
H 1.08234 -3.47999 -0.63274
H 0.45586 -3.75629 1.00442
H -1.22903 -1.06466 -1.55131
H -0.49119 1.12301 -0.07950
H -2.57116 2.18562 -0.88820
H -2.96205 -0.76543 0.90300
H -3.96178 -2.38014 1.86840
C 2.21806 -1.38547 3.70788
O 2.75328 -1.48898 5.00667
C 2.04532 -0.69620 5.94311
C 2.23771 -1.21496 7.34925
O 1.43594 -2.34344 7.66367
C 1.81187 -3.59016 7.09842
C 3.03178 -4.21421 7.73541
O 4.21687 -3.60369 7.25694
C 5.29586 -3.74757 8.15467
H 2.28322 -0.35576 3.33649
H 2.80453 -2.03390 3.05748
H 1.17996 -1.71750 3.69217
H 0.97387 -0.69155 5.70548
H 2.42917 0.33238 5.88514
H 1.90221 -0.43391 8.03460
H 3.29176 -1.40527 7.55750
H 1.92994 -3.51555 6.01530
H 0.96535 -4.25232 7.29346
H 3.06341 -5.28300 7.48058
H 2.96060 -4.11132 8.82438
H 5.06493 -3.28578 9.12143
H 6.15492 -3.23940 7.72244
H 5.54633 -4.80362 8.30672
C 5.89444 -3.46198 -6.66595
O 4.61556 -3.16200 -6.14815
C 3.79097 -4.30854 -6.04892
C 2.70000 -4.09267 -5.02672
O 3.12877 -4.24812 -3.67966
C 3.93373 -3.21483 -3.12858
C 3.16507 -1.96030 -2.78830
O 2.91433 -1.18545 -3.95033
C 1.80053 -0.34468 -3.80816
H 5.82456 -3.86561 -7.68183
H 6.46502 -2.53656 -6.69131
H 6.41816 -4.17902 -6.02354
H 4.38463 -5.18488 -5.76376
H 3.33093 -4.49277 -7.02974
H 1.95191 -4.87447 -5.17470
H 2.20677 -3.13037 -5.17770
H 4.79177 -2.99452 -3.76504
H 4.31724 -3.62710 -2.19237
H 3.75230 -1.35175 -2.08819
H 2.22194 -2.23803 -2.30845
H 0.89006 -0.93182 -3.61227
H 1.67133 0.19452 -4.74464
H 1.94825 0.37721 -2.99494
C -2.66032 8.46457 -1.15078
O -3.60054 7.72174 -1.89697
C -3.04461 6.55331 -2.46197
C -4.12416 5.53880 -2.76271
O -4.57522 4.80903 -1.62364
C -5.39377 5.51618 -0.69291
C -6.79986 5.77432 -1.18152
O -6.82165 6.86113 -2.08478
C -7.93780 6.82412 -2.94907
H -1.83532 8.80797 -1.78413
H -3.17531 9.32962 -0.74075
H -2.26109 7.86876 -0.32099
H -2.30868 6.11051 -1.77699
H -2.53986 6.82466 -3.39972
H -3.69250 4.78549 -3.42684
H -4.96017 5.99859 -3.28990
H -4.91274 6.43966 -0.36923
H -5.46302 4.85955 0.17758
H -7.43721 6.02030 -0.32104
H -7.18834 4.86806 -1.66282
H -7.93586 5.90804 -3.55145
H -7.86637 7.67982 -3.61588
H -8.87568 6.88830 -2.38679

***

Among the records above, which one has the lowest ΔE to the lowest compared entry with this formula, charge and spin?
C37H31BiN3P2Te

***

What is the ΔE to the lowest compared entry with this formula, charge and spin in the second record?
0.0000 eV